(1)
C49H56CsN11O5S4 | the ωB97M-V functional and the def2-TZVPD basis

Geometry as XYZ:
```
126
C49H56CsN11O5S4, DFT the ωB97M-V functional and the def2-TZVPD basis
Cs 0.01968 -0.85684 -0.58553
C -0.07229 -2.74523 2.64736
C -0.52821 -1.62926 3.59180
C 0.65102 -0.96017 4.28140
N 1.46193 -0.31132 3.27311
C 2.63530 0.10551 3.60679
C 3.21332 -0.02172 4.93040
C 4.20626 0.72609 5.53647
C 4.88187 1.86921 5.09866
C 4.78618 2.42069 3.80520
C 4.20778 1.90909 2.66779
C 3.51323 0.63235 2.48100
N 3.53995 -0.08259 1.41629
C 4.39353 0.30265 0.30775
C 3.95937 -0.43043 -0.95659
C 4.10444 -1.96353 -0.88834
N 2.80632 -2.59979 -1.09237
C 2.69379 -3.87907 -0.96028
C 3.78740 -4.80185 -0.81127
C 3.82500 -6.14962 -1.12845
C 2.85989 -6.98721 -1.69584
C 1.50296 -6.66772 -1.88992
C 0.79257 -5.56639 -1.46953
C 1.27843 -4.38674 -0.77218
N 0.60554 -3.68295 0.06723
C -0.66481 -4.14102 0.58934
C -1.16097 -3.15210 1.65869
H 0.24779 -3.62372 3.22311
H 0.79620 -2.38689 2.08764
H -1.22928 -2.01752 4.34085
H -1.06351 -0.86551 3.00964
H 1.20824 -1.73278 4.82755
H 0.30309 -0.23868 5.03987
H 2.78908 -0.81683 5.53172
H 4.45586 0.40729 6.54551
H 5.53250 2.37064 5.80693
H 5.29996 3.37143 3.67017
H 4.33467 2.49283 1.76169
H 5.43854 0.05974 0.55028
H 4.37009 1.37722 0.09388
H 4.52116 -0.02155 -1.80434
H 2.90714 -0.19558 -1.12699
H 4.47565 -2.23759 0.10779
H 4.85362 -2.31290 -1.61639
H 4.71391 -4.36955 -0.45182
H 4.79231 -6.61748 -0.96808
H 3.17482 -7.98302 -1.98361
H 0.91488 -7.43698 -2.38282
H -0.28323 -5.58420 -1.62026
H -0.54860 -5.14137 1.03214
H -1.43800 -4.22788 -0.18773
H -2.01663 -3.58710 2.18406
H -1.52434 -2.25435 1.15186
N 2.19843 4.05362 -0.03266
C 2.19487 3.82614 -1.38287
N 2.17641 2.65221 -1.92335
C 2.29136 2.73187 -3.30178
C 2.36101 3.98584 -3.80822
S 2.30597 5.14837 -2.53203
C 2.43306 1.47867 -4.07574
C 2.92959 1.40854 -5.33309
S 3.11630 -0.23920 -5.80717
C 2.49071 -0.73135 -4.23165
N 2.14768 0.26583 -3.47289
N 2.41128 -2.03827 -3.88175
H 1.82171 3.30109 0.52716
H 1.99366 4.97866 0.29353
H 2.42665 4.29647 -4.84345
H 3.24238 2.21665 -5.98200
H 2.90125 -2.69949 -4.45526
H 2.42223 -2.23856 -2.86429
C -0.09651 -3.62393 -5.04452
S -0.82890 -2.60099 -3.75371
C -2.24795 -3.70246 -3.58969
O -1.29588 -1.36560 -4.46574
H -0.85698 -3.77539 -5.81666
H 0.23923 -4.57282 -4.61017
H 0.74398 -3.07082 -5.45306
H -1.87995 -4.72180 -3.42443
H -2.83498 -3.62872 -4.51211
H -2.82031 -3.35877 -2.73050
S -4.95623 -0.94035 1.87546
C -4.95994 0.73706 1.91779
N -4.35761 1.46311 0.92092
C -4.41209 2.80922 0.81957
C -5.06822 3.56275 1.74210
C -5.66110 2.88660 2.83350
C -5.60889 1.52570 2.92342
H -3.79490 0.93625 0.20832
H -3.90759 3.24317 -0.03781
H -5.12465 4.63826 1.63173
H -6.16850 3.45860 3.60468
H -6.07808 0.98776 3.73493
O -1.75169 7.66680 4.30964
C -1.25464 7.29569 3.02904
N -2.29773 6.87118 2.12355
C -2.27224 5.75120 1.31344
O -2.85273 5.75844 0.24991
C -1.57226 4.53465 1.81596
C -1.57458 4.14820 3.14696
C -0.95983 2.96884 3.51288
C -0.33543 2.21345 2.52998
N -0.33243 2.57573 1.24577
C -0.95819 3.69868 0.89751
H -2.20512 6.90702 4.68532
H -0.51522 6.50561 3.10049
H -0.76714 8.19054 2.65487
H -2.82605 7.61139 1.68953
H -2.10094 4.73895 3.88682
H -0.95476 2.63390 4.54424
H 0.19670 1.28616 2.76457
H -0.95807 3.96205 -0.15695
O -2.15994 -1.73509 -1.36542
C -2.87966 -0.71779 -1.45737
O -2.67597 0.37560 -0.85496
C -4.06621 -0.78079 -2.39484
C -4.08023 0.00063 -3.54740
C -5.12927 -0.10975 -4.45185
C -6.17954 -0.98881 -4.20035
C -6.17288 -1.75572 -3.04040
C -5.11352 -1.65919 -2.14628
H -3.25350 0.67607 -3.73967
H -5.12220 0.48429 -5.35980
H -6.99420 -1.07901 -4.90819
H -6.99218 -2.43589 -2.83632
H -5.10222 -2.25472 -1.23877
```

* HOMO-LUMO gap: 4.48 eV
* LUMO level: 3.213 eV
* net charge: -2

(2)
C4H11N2S | the ωB97M-V functional and the def2-TZVPD basis

Geometry as XYZ:
```
18
C4H11N2S, DFT the ωB97M-V functional and the def2-TZVPD basis
N -0.99282 0.16724 1.27761
C -0.04858 -0.01632 0.15858
C -0.07106 -1.41331 -0.45556
S -1.74747 -1.94976 -0.93998
C 1.33301 0.39898 0.65368
N 1.52046 1.85820 0.79159
C 1.66909 2.53832 -0.48753
H -1.91915 0.04796 0.86126
H -0.90847 -0.66779 1.85644
H -0.36534 0.67795 -0.63109
H 0.56351 -1.37978 -1.34639
H 0.38654 -2.11561 0.24908
H 2.10897 0.02616 -0.02228
H 1.50277 -0.04623 1.63492
H 0.68294 2.21245 1.23808
H 2.39736 2.02440 -1.11418
H 2.03766 3.55261 -0.31096
H 0.72374 2.63532 -1.03626
```

* HOMO-LUMO gap: 6.28 eV
* LUMO level: 3.742 eV
* SMILES string: CNC[C@H](N)C[S-]
* net charge: -1

(3)
C19H42NO2P3V | the ωB97M-V functional and the def2-TZVPD basis

Geometry as XYZ:
```
68
C19H42NO2P3V, DFT the ωB97M-V functional and the def2-TZVPD basis
V 0.46940 0.82496 0.80477
P -1.70850 0.53657 -0.11073
P 0.26109 -4.18671 -1.72710
P 0.35305 3.19920 0.76928
H 2.35238 -2.60351 -0.05509
C 2.17710 -1.51572 -0.13188
C 1.24330 -1.00309 0.94166
H 0.66113 -1.82190 1.36621
C -1.90607 0.58035 -1.92241
C -2.50390 -1.02762 0.37219
C -2.97607 1.70923 0.47196
C 1.26790 -5.65730 -1.64693
C -0.22800 -3.74296 -0.05362
C -1.25635 -4.42679 -2.64612
C 1.78986 4.25396 1.19923
C -0.91192 3.99272 1.82116
C -0.08549 3.82602 -0.90230
H 3.16991 -1.03472 -0.08358
H 1.84324 -0.54929 1.77228
H -2.90420 0.19750 -2.17302
H -1.13052 -0.03884 -2.39044
H -1.79713 1.61256 -2.27726
H -3.59007 -0.88206 0.33947
H -2.21934 -1.30762 1.39370
H -2.22355 -1.83024 -0.31684
H -2.86435 2.67527 -0.02566
H -2.88309 1.83241 1.55689
H -3.95694 1.28315 0.23698
H 0.62360 -6.54610 -1.62361
H 1.89104 -5.63749 -0.74402
H 1.91679 -5.69259 -2.52962
H -1.18952 -4.20431 0.21853
H -0.34283 -2.65652 -0.00978
H 0.53279 -4.05632 0.67399
H -1.33205 -5.47837 -2.94219
H -1.22518 -3.78923 -3.53869
H -2.13065 -4.15982 -2.03200
H 1.42130 5.25629 1.44229
H 2.50397 4.32710 0.37258
H 2.29760 3.83623 2.07867
H -0.54712 4.97280 2.13664
H -1.08453 3.36959 2.70327
H -1.85178 4.11089 1.27785
H 0.04417 4.91032 -0.90845
H -1.11875 3.57329 -1.14981
H 0.57887 3.37412 -1.64215
C 1.70878 -0.03289 -1.93031
C 1.75579 0.24427 -3.30271
C 2.31488 1.45363 -3.69383
C 2.84049 2.36862 -2.76055
C 2.70576 2.11461 -1.41551
C 2.02275 0.94863 -0.94688
O 1.69785 -1.37493 -1.57579
H 1.01946 -3.12436 -2.27433
H 1.40988 -0.49544 -4.03671
H 2.37615 1.69066 -4.75265
H 3.34581 3.28267 -3.09781
H 3.17310 2.73710 -0.65212
H 2.28755 0.72970 0.12849
C -2.18888 -0.13586 4.64324
C -0.92074 0.10692 3.87624
N 0.19937 -0.30397 4.51326
O -0.91353 0.64482 2.75167
H -2.21231 0.55029 5.50450
H -2.19823 -1.16564 5.02633
H -3.06054 0.03710 4.01024
H 1.11271 -0.03727 4.15615
H 0.09334 -0.64406 5.46276
```

* HOMO-LUMO gap (alpha / beta): 7.04 / 7.79 eV
* LUMO level (alpha / beta): -10.208 / -9.462 eV
* multiplicity: 3
* net charge: +3

(4)
C9H19N2O11 | the ωB97M-V functional and the def2-TZVPD basis

Geometry as XYZ:
```
41
C9H19N2O11, DFT the ωB97M-V functional and the def2-TZVPD basis
C -1.90954 4.38130 1.61411
C -2.36925 2.96444 1.30868
O -3.15049 2.66868 0.39094
N -1.93230 1.90135 2.23531
H -1.73805 1.06697 1.70036
H -1.06120 2.18857 2.65816
C -3.12373 1.49511 3.15584
H -2.09319 4.97380 0.71783
H -0.82489 4.29384 1.67732
H -2.39827 4.78748 2.49969
H -3.00830 0.62317 3.79966
H -3.99219 1.29116 2.52952
H -3.33770 2.39930 3.72571
C 3.46370 -4.16227 -1.62278
C 3.25745 -2.71093 -2.16013
O 3.11994 -2.54337 -3.36148
N 3.04678 -1.53121 -1.14928
H 2.04776 -1.38998 -1.10319
H 3.15714 -1.94245 -0.23341
C 3.74538 -0.16224 -1.45146
H 2.47084 -4.58043 -1.45706
H 4.07009 -4.20373 -0.71797
H 3.97464 -4.90102 -2.24026
H 3.49368 0.09856 -2.47943
H 4.82821 -0.21905 -1.34039
H 3.42269 0.66072 -0.81373
O 0.15677 1.22196 0.03921
C -0.19013 -0.05500 0.05209
O -0.99835 -0.50935 0.85553
O 0.26274 -0.80737 -0.85037
H 0.34575 1.16755 -0.90043
O -3.26529 -1.38835 2.49608
C -3.59196 -2.65945 2.53209
O -4.33956 -3.20125 3.39911
O -2.94560 -3.18579 1.60868
H -2.49037 -1.58612 1.96506
O 0.22116 -0.12222 -3.99329
C 0.91805 0.94869 -4.01651
O 1.14896 1.53197 -5.06933
O 1.26786 1.54320 -2.93286
H 0.34084 -0.34604 -3.06745
```

* HOMO-LUMO gap: 5.31 eV
* LUMO level: 1.403 eV
* net charge: -1

(5)
C2H5N7O3 | the ωB97M-V functional and the def2-TZVPD basis

Geometry as XYZ:
```
17
C2H5N7O3, DFT the ωB97M-V functional and the def2-TZVPD basis
C -0.04316 -2.86972 0.74888
C -0.19742 -0.06575 0.47921
N -0.45182 -3.67296 1.44143
N 0.01673 0.85432 1.37591
N 2.14806 -0.50187 -0.72037
N 0.65774 -2.23726 -0.23085
N 1.12964 -0.97802 0.14869
N -1.22446 -0.33205 -0.23202
N 3.05357 0.35230 -0.13313
O 0.10574 -2.27935 -1.49636
O 2.77900 0.71902 0.97772
O 3.88027 0.69522 -0.92081
H 1.07171 0.99625 1.61440
H -0.66101 1.50643 1.77365
H 1.91020 -0.69924 -1.71425
H -2.11754 -0.10984 0.21990
H -0.58344 -1.63422 -1.38886
```

* HOMO-LUMO gap: 9.57 eV
* LUMO level: -0.130 eV
* SMILES string: [H]/N=C(\N)N(N[N+](=O)[O-])N(O)C#N

(6)
C23H25NO6 | the ωB97M-V functional and the def2-TZVPD basis

Geometry as XYZ:
```
55
C23H25NO6, DFT the ωB97M-V functional and the def2-TZVPD basis
C -6.73337 -0.60371 -1.57029
C -5.96159 -1.37303 -0.50268
O -5.46812 -0.53056 0.52257
C -4.36038 0.21643 0.31973
C -3.56453 0.20228 -0.82457
C -2.42316 0.97655 -0.88604
C -2.05288 1.79529 0.17512
C -2.87910 1.84559 1.30086
C -4.00391 1.06124 1.37707
H -4.63588 1.07647 2.25058
H -2.61202 2.49501 2.11966
C -0.82152 2.58760 0.16756
C 0.38733 2.12053 -0.28205
C 1.59295 2.86789 -0.05204
O 1.66788 4.00786 0.40047
C 2.74749 1.95229 -0.40836
O 3.93860 2.17014 -0.34489
N 2.18859 0.79200 -0.82874
C 2.99108 -0.33134 -1.23179
C 3.43421 -1.17948 -0.02086
O 4.55218 -1.99366 -0.27439
C 5.79056 -1.34103 -0.47602
C 6.23597 -0.41894 0.67273
O 7.59550 -0.07787 0.54514
H 7.69595 0.51443 -0.20821
H 6.14628 -0.95307 1.62207
H 5.61803 0.48698 0.70335
H 6.51236 -2.15683 -0.57008
H 5.79145 -0.77201 -1.41806
H 3.62113 -0.50480 0.82350
H 2.63985 -1.87492 0.26325
H 2.43669 -0.94069 -1.94757
H 3.88119 0.07649 -1.71913
C 0.73773 0.75194 -0.80375
C 0.21281 -0.35821 0.07874
C -0.44603 -1.44947 -0.46802
C -0.94203 -2.44901 0.35043
C -0.77721 -2.36810 1.72163
C -0.10596 -1.28900 2.27217
C 0.38705 -0.28927 1.45506
H 0.90935 0.55316 1.88482
H 0.03164 -1.22534 3.34086
H -1.16701 -3.14588 2.36063
H -1.45658 -3.29300 -0.08438
H -0.57613 -1.51828 -1.53870
H 0.38011 0.59642 -1.83240
O -0.91158 3.78837 0.71768
H -0.00402 4.20286 0.73492
H -1.83791 0.97483 -1.79143
H -3.81960 -0.41057 -1.67422
H -5.14685 -1.95643 -0.94793
H -6.63430 -2.06183 0.01563
H -6.09151 0.11226 -2.07769
H -7.55443 -0.06040 -1.10983
H -7.13638 -1.29819 -2.30212
```

* HOMO-LUMO gap: 8.27 eV
* LUMO level: -0.465 eV
* SMILES string: CCOc1ccc(/C(O)=C2/C(=O)C(=O)N(CCOCCO)[C@H]2c2ccccc2)cc1

(7)
C28H29AsCaN4O6PS6Se | the ωB97M-V functional and the def2-TZVPD basis

Geometry as XYZ:
```
77
C28H29AsCaN4O6PS6Se, DFT the ωB97M-V functional and the def2-TZVPD basis
Ca -0.59867 0.51126 0.92200
Se 5.58986 -4.83762 3.02723
N 3.74522 -5.07461 2.95894
C 3.32569 -3.90142 2.45553
C 1.93121 -3.70825 2.10651
C 1.04839 -4.81296 2.08937
C -0.27568 -4.56727 1.86601
C -0.73135 -3.24048 1.62819
N 0.09488 -2.19216 1.54328
C 1.43713 -2.42072 1.75438
C 2.38212 -1.30392 1.70082
N 1.90812 -0.08276 1.41408
C 2.80365 0.92189 1.44059
C 4.16935 0.80060 1.62293
C 4.70217 -0.45716 1.93386
C 3.79630 -1.48458 2.00975
C 4.29992 -2.76906 2.41110
N 5.60180 -3.09935 2.46941
H 1.35906 -5.82213 2.43267
H -1.00319 -5.39322 1.84006
H -1.79236 -3.03652 1.52027
H 2.39935 1.92064 1.39384
H 4.76011 1.72451 1.49178
H 5.78471 -0.60629 2.21201
O 0.03861 0.47487 5.15189
As -0.95166 1.17384 3.83851
O -1.80801 0.06830 2.87623
O 0.27097 1.70260 2.73217
C -2.16990 2.64463 4.48226
C -2.48245 2.57274 5.78006
C -3.31698 3.58656 6.28182
C -3.59524 4.75113 5.55249
C -3.12389 4.86976 4.29438
C -2.52174 3.77669 3.62425
S -1.80389 3.79321 -0.79492
O -1.20219 2.44462 -0.39410
O -2.16104 3.66946 2.40571
O -0.83833 4.88603 -0.74677
H 0.36158 -0.40994 4.82165
H -2.08529 1.80512 6.46995
H -3.75952 3.48048 7.27185
H -4.20885 5.50592 6.04215
H -3.29499 5.85554 3.77267
C -5.47984 -0.82628 -2.32797
S -4.61098 -1.20346 -3.88924
C -3.34428 -2.26709 -3.41272
C -2.32415 -1.99748 -2.36750
S -2.12407 -0.55696 -1.44116
S -1.24261 -3.40324 -2.13571
C -1.79678 -4.38963 -3.49176
S -1.07858 -5.76983 -4.01955
S -3.14007 -3.67817 -4.41622
H -6.30392 -0.21410 -2.60115
H -4.80109 -0.29113 -1.65827
H -5.81992 -1.74380 -1.85738
C 2.58563 -0.78323 -5.04031
C 1.71891 -0.92024 -3.79541
P 0.82842 0.65667 -3.21852
C 2.15137 1.88062 -3.05546
C 1.64860 3.14995 -2.38761
C -0.09623 1.22859 -4.71580
C -1.56762 1.50632 -4.41982
H 2.13079 -1.29707 -5.88143
H 3.52497 -1.35046 -4.89644
H 2.82292 0.30008 -5.17336
H 2.18414 -1.29934 -2.90699
H 0.90852 -1.61663 -4.00927
H 2.77475 2.07209 -3.94608
H 2.87340 1.39712 -2.40581
H 1.18843 3.80184 -3.15290
H 2.59696 3.59733 -1.93813
H 1.03581 2.99611 -1.46770
H 0.14037 0.37305 -5.41176
H 0.37777 2.15549 -5.09519
H -1.66286 2.51493 -4.00874
H -2.00006 0.73366 -3.80442
H -2.18369 1.52433 -5.35707
```

* HOMO-LUMO gap: 4.35 eV
* LUMO level: 0.317 eV
* net charge: -1